DFT (ωB97M-V/def2-TZVPD) results for a structure of composition C12H18ClIInN2O3P.

Its charge is +2. The calculation puts the molar mass at 546.44 Da. The calculation puts the lowest unoccupied orbital energy (spin up / spin down) at -11.2 / -11.2 eV. The max |F| comes out at 6.918 eV/Å. For the gap between HOMO and LUMO (spin up / spin down), the calculation gives 4.01 / 4.03 eV.

Geometry as XYZ:
```
39
Properties=species:S:1:pos:R:3:forces:R:3:lowdin_charge:R:1
C -0.8094 -2.4792 -1.5692 -1.484 -0.007 -0.235 0.02
C 0.2106 -1.4387 -1.2623 6.262 -2.905 -0.454 -0.25
H -0.3427 -3.4353 -1.8485 0.362 0.454 0.204 0.14
H -1.4536 -2.1413 -2.3968 0.162 0.057 0.314 0.11
H -1.4789 -2.6462 -0.7088 0.256 0.233 -0.180 0.11
O 1.4068 -1.5393 -1.1654 -5.611 0.833 -0.372 0.16
I 0.6062 3.1455 -0.1915 -1.084 -0.478 -0.065 0.51
In -0.7678 0.6612 -0.5877 0.283 2.255 1.889 0.10
P 0.0051 1.1014 -3.0722 0.498 1.102 -2.185 0.78
C 1.7060 1.5563 -3.5337 0.441 -0.378 0.817 -0.22
C -0.4662 -0.0859 -4.3573 -0.258 -0.662 0.461 -0.22
H -1.9555 2.5106 -3.1509 0.094 0.194 -0.236 0.06
H -0.9848 2.6427 -4.6612 0.075 -0.236 0.305 0.08
H -0.4686 3.4982 -3.1619 -0.074 -0.336 -0.018 0.04
C -0.9415 2.5929 -3.5630 -0.484 -0.003 0.802 -0.22
H -1.5052 -0.4029 -4.2056 0.155 0.039 -0.170 0.07
H -0.3802 0.4095 -5.3339 0.029 -0.039 0.282 0.09
H 1.7239 1.8761 -4.5867 -0.325 -0.143 0.251 0.09
H 2.3639 0.6898 -3.4175 0.038 0.145 -0.082 0.06
H 0.1953 -0.9592 -4.3369 -0.126 0.100 -0.090 0.07
H 2.0690 2.3695 -2.8967 -0.100 -0.152 -0.135 0.04
C 2.3054 0.5901 -0.4373 1.932 -0.723 -0.051 -0.19
O 3.4160 0.3680 -0.4570 -1.179 0.604 0.109 0.14
Cl -3.1087 0.5494 -0.7803 0.804 -0.235 0.034 0.10
N 0.4594 -0.4340 6.6375 -0.503 -0.316 -0.535 0.19
C -0.3629 -1.1343 5.7924 -0.104 -0.480 1.713 -0.46
O -1.1687 -1.9623 6.1979 0.781 0.873 -0.952 0.10
C -0.2070 -0.8480 4.3188 0.027 0.008 -0.994 -0.06
C 0.7443 0.0275 3.7764 -0.169 -0.079 -0.380 0.05
C 0.7426 0.2969 2.4062 -0.165 0.060 0.089 -0.10
N -0.1805 -0.2361 1.5754 -0.397 -0.064 -0.515 -0.03
C -1.0639 -1.1382 2.0700 0.275 0.038 0.555 -0.09
C -1.0704 -1.4945 3.4183 -0.031 0.257 -0.305 0.06
H 0.3190 -0.5393 7.6327 -0.062 -0.128 -0.143 0.13
H 1.0354 0.3325 6.3455 -0.013 0.020 -0.020 0.09
H 1.5015 0.5237 4.3823 -0.223 -0.155 -0.197 0.13
H 1.4826 0.9880 1.9862 -0.468 -0.250 0.084 0.08
H -1.8003 -1.5672 1.3819 0.272 0.240 0.267 0.10
H -1.7765 -2.2479 3.7608 0.114 0.256 0.136 0.14
```
Forces are in eV/Å.

=====

DFT (ωB97M-V/def2-TZVPD) results for a structure of composition C12H18ClIN2O3PYb.

Its charge is +2. The calculation puts the molar mass at 604.66 Da. The calculation puts the lowest unoccupied orbital energy (spin up / spin down) at -8.6 / -9.0 eV. The max |F| comes out at 4.822 eV/Å. The spin multiplicity is 2. For the gap between HOMO and LUMO (spin up / spin down), the calculation gives 6.59 / 6.14 eV.

Geometry as XYZ:
```
39
Properties=species:S:1:pos:R:3:forces:R:3:lowdin_charge:R:1
C -0.8221 -2.4403 -1.7407 -1.041 -0.031 -0.754 -0.03
C 0.3330 -1.5162 -1.9425 4.017 -1.389 2.277 -0.37
H -0.4945 -3.4573 -2.0359 -0.100 0.574 0.122 0.13
H -1.7181 -2.1322 -2.3180 0.568 -0.267 0.461 0.07
H -1.0773 -2.4652 -0.6638 0.236 0.164 -0.504 0.08
O 1.4852 -1.7859 -1.6652 -4.107 1.799 -1.688 0.14
I 1.0941 3.3450 -0.2655 -1.318 0.183 0.470 0.45
Yb -1.2236 1.2436 0.0818 1.694 0.213 0.035 1.25
P 0.0086 0.4623 -2.8009 0.737 -0.264 -3.028 0.82
C 1.6204 1.1117 -3.3568 0.327 -0.206 0.805 -0.20
C -0.5256 -0.3864 -4.3282 -0.313 -0.270 0.233 -0.20
H -2.0291 1.8466 -2.7913 0.212 0.277 -0.416 0.01
H -0.8748 2.2677 -4.1383 -0.031 -0.291 0.446 0.09
H -0.5469 2.8473 -2.4544 -0.238 -0.354 -0.432 -0.05
C -0.9781 2.0314 -3.0650 -0.602 0.036 1.361 -0.25
H -1.5739 -0.6824 -4.1994 0.141 0.016 -0.273 0.07
H -0.4250 0.3183 -5.1668 -0.045 -0.425 0.215 0.08
H 1.4992 1.4366 -4.4022 0.045 -0.219 0.391 0.08
H 2.3901 0.3371 -3.2612 -0.034 0.230 -0.175 0.07
H 0.0841 -1.2881 -4.4807 -0.158 0.271 -0.204 0.08
H 1.8839 1.9724 -2.7269 0.079 -0.265 -0.274 0.00
C 1.2562 0.6656 -0.2744 3.014 -1.198 1.340 -0.52
O 2.3437 0.3573 -0.0242 -2.991 0.723 -0.939 0.08
Cl -3.1003 0.0791 -0.9396 0.499 0.283 0.239 -0.04
N 1.2005 0.6777 6.1054 -0.614 -0.034 -0.744 0.19
C 1.2084 0.9330 4.7595 1.803 1.608 0.663 -0.45
O 1.8905 1.8551 4.2824 -1.543 -1.850 0.254 0.07
C 0.4043 0.0106 3.8871 -0.048 0.282 -1.198 -0.07
C -0.2326 -1.1566 4.3079 0.322 0.468 -0.009 0.05
C -1.0335 -1.8649 3.4317 0.074 -0.039 -0.722 0.01
C -1.1809 -1.3893 2.1361 -0.304 -0.191 0.343 -0.11
N -0.5467 -0.2904 1.6971 -0.105 0.700 0.006 -0.13
C 0.2741 0.3810 2.5340 -0.288 -0.016 0.997 -0.08
H 1.6331 1.3894 6.6801 0.028 -0.124 -0.037 0.13
H 0.4452 0.1494 6.5299 0.368 0.214 -0.064 0.11
H -0.0830 -1.5014 5.3176 -0.100 -0.149 0.149 0.13
H -1.5277 -2.7793 3.7221 -0.061 -0.001 0.066 0.13
H -1.8543 -1.8579 1.4265 0.025 -0.062 0.131 0.10
H 0.7933 1.2754 2.1425 -0.145 -0.398 0.456 0.08
```
Forces are in eV/Å.

=====

DFT (ωB97M-V/def2-TZVPD) results for a cluster of 4 separate species, C12H18F3N3OSi in total.

The SMILES is O=CC[SiH2]CCC(F)=C(F)F.CC#N.CC#N.CC#N. The calculation puts the molar mass at 305.38 Da. The calculation puts the lowest unoccupied orbital energy at 0.4 eV. The max |F| comes out at 0.665 eV/Å. For the gap between HOMO and LUMO, the calculation gives 10.26 eV.

Geometry as XYZ:
```
38
Properties=species:S:1:pos:R:3:forces:R:3:lowdin_charge:R:1
O 4.3962 0.0733 2.3296 0.172 -0.396 0.169 0.03
C 4.0411 1.1893 2.0746 -0.052 0.384 -0.154 -0.38
C 4.1154 1.7964 0.7088 -0.167 -0.079 0.084 -0.26
Si 2.7569 1.0467 -0.4075 -0.164 -0.053 -0.040 0.68
C 1.3927 2.3349 -0.5892 0.314 0.044 0.585 -0.30
C 0.5874 2.4293 0.7426 -0.011 -0.383 0.085 -0.18
C -0.8804 2.4887 0.5061 0.153 0.240 0.199 -0.23
F -1.4288 3.7192 0.4504 0.062 0.158 -0.493 0.08
C -1.6656 1.4699 0.2214 -0.327 -0.151 -0.069 -0.31
F -1.3788 0.2044 0.4801 0.229 -0.017 -0.369 0.14
F -2.8483 1.5803 -0.3690 -0.073 -0.033 0.428 0.13
H 3.6070 1.8341 2.8653 -0.046 -0.021 0.043 0.12
H 3.9742 2.8758 0.7731 0.098 0.044 -0.086 0.07
H 5.0892 1.5699 0.2733 -0.006 -0.013 -0.034 0.08
H 2.1723 -0.1100 0.3016 0.046 -0.055 -0.034 -0.01
H 3.3119 0.6147 -1.7043 0.067 0.102 -0.003 -0.04
H 0.7329 2.1114 -1.4250 0.039 0.052 -0.072 0.08
H 1.8883 3.2944 -0.7487 -0.174 0.049 -0.370 0.07
H 0.7823 1.5538 1.3701 -0.012 0.020 0.027 0.10
H 0.8976 3.3027 1.3138 -0.104 0.022 0.067 0.12
C -5.7988 2.0569 0.9807 -0.047 0.011 0.017 -0.07
C -7.1908 1.8284 0.6106 0.221 0.041 0.068 -0.29
N -8.2833 1.6491 0.3181 -0.240 -0.043 -0.064 0.12
H -5.4828 1.3107 1.7074 0.010 0.003 -0.004 0.08
H -5.1651 1.9869 0.1009 0.003 0.005 -0.002 0.06
H -5.6906 3.0477 1.4183 0.009 -0.003 0.000 0.08
C -1.4725 -2.7716 -1.4380 -0.048 -0.016 -0.007 -0.07
C -0.1087 -2.3942 -1.7858 -0.192 -0.125 0.096 -0.28
N 0.9739 -2.1252 -2.0495 0.235 0.103 -0.059 0.14
H -2.1768 -2.3074 -2.1259 0.012 0.009 -0.001 0.08
H -1.5689 -3.8549 -1.4909 0.008 -0.001 0.031 0.06
H -1.6955 -2.4471 -0.4234 0.004 -0.002 -0.003 0.08
C 2.4829 -5.1002 -0.9452 0.023 -0.026 -0.010 -0.07
C 1.1183 -5.4891 -0.6103 0.221 0.140 -0.061 -0.28
N 0.0401 -5.7751 -0.3485 -0.260 -0.040 0.024 0.13
H 2.4803 -4.5232 -1.8679 -0.004 0.021 0.016 0.07
H 2.8939 -4.4833 -0.1484 0.000 0.006 -0.006 0.08
H 3.1009 -5.9875 -1.0690 0.000 0.004 0.004 0.08
```
Forces are in eV/Å.

=====

DFT (ωB97M-V/def2-TZVPD) results for a structure of composition C12H18GeNO4PtSe.

Its charge is +3. The calculation puts the molar mass at 586.93 Da. The calculation puts the lowest unoccupied orbital energy at -9.6 eV. The max |F| comes out at 0.361 eV/Å. For the gap between HOMO and LUMO, the calculation gives 8.35 eV.

Geometry as XYZ:
```
38
Properties=species:S:1:pos:R:3:forces:R:3:lowdin_charge:R:1
Pt 5.0543 -0.9824 -3.0682 0.034 0.032 -0.002 1.29
O 8.6212 0.9346 -3.0593 0.006 -0.009 -0.004 0.25
C 7.4396 0.4385 -2.9402 -0.003 0.012 0.005 -0.40
O 7.0223 -0.5330 -3.5942 -0.023 -0.005 0.000 -0.03
C 6.5440 1.0968 -1.9449 0.003 -0.001 0.003 -0.12
C 6.7845 2.1605 -1.1033 0.000 0.003 -0.010 0.09
C 5.7502 2.5655 -0.2540 -0.004 0.002 0.002 0.05
C 4.5216 1.9153 -0.2609 -0.008 0.004 -0.007 0.08
C 4.3381 0.8522 -1.1304 0.004 -0.008 0.012 -0.12
N 5.3449 0.4984 -1.9207 0.015 -0.020 0.016 -0.04
C 3.1053 -0.0216 -1.3192 -0.019 -0.045 0.011 -0.54
O 2.0972 0.1681 -0.6824 0.084 -0.089 -0.100 0.05
O 3.2500 -0.9761 -2.2167 -0.021 0.037 0.018 -0.19
H 9.1616 0.4622 -3.7222 -0.002 0.003 0.002 0.19
H 7.7455 2.6569 -1.1072 0.000 -0.002 0.001 0.15
H 5.9139 3.3968 0.4185 -0.002 0.000 -0.001 0.14
H 3.7112 2.2125 0.3903 0.002 0.002 0.001 0.15
C -7.3850 -0.7975 1.1556 -0.021 -0.013 -0.008 -0.20
Ge -6.7852 -0.0267 2.7989 -0.276 0.031 0.162 1.18
C -6.9091 1.8626 3.0460 0.002 0.024 0.001 -0.20
C -6.2788 -1.1534 4.2547 0.012 -0.006 0.020 -0.20
C -2.0708 -1.0360 -1.0248 0.024 -0.285 -0.220 -0.24
Se -0.4583 -1.0596 -1.6692 -0.072 0.223 -0.008 1.28
C 0.1328 -2.8565 -1.2593 0.034 0.026 0.037 -0.27
H -8.4579 -0.9859 1.2881 0.002 0.004 0.006 0.06
H -6.9115 -1.7568 0.9578 0.012 0.011 -0.008 0.04
H -7.2761 -0.1127 0.3173 0.016 -0.005 0.002 0.04
H -7.9759 2.1006 3.1282 0.001 -0.006 0.001 0.06
H -6.5296 2.4014 2.1780 0.004 -0.008 -0.001 0.04
H -6.4081 2.1871 3.9545 0.009 -0.002 -0.006 0.04
H -7.1791 -1.2809 4.8686 -0.001 0.003 -0.005 0.06
H -5.5267 -0.6758 4.8809 0.005 -0.003 -0.007 0.04
H -5.9534 -2.1373 3.9257 0.002 0.005 -0.008 0.04
H -2.6711 -0.1429 -1.1447 0.107 0.071 0.001 0.03
H -2.5164 -1.9032 -0.5515 0.069 0.028 0.096 0.05
H 0.2447 -2.9496 -0.1821 -0.006 0.007 -0.002 0.06
H 1.0976 -2.9567 -1.7492 0.001 -0.023 0.005 0.04
H -0.5877 -3.5653 -1.6583 0.007 0.001 -0.006 0.06
```
Forces are in eV/Å.